Below is a cluster of 7 separate species, C18H37O27PS6 in total in a non-equilibrium geometry, with properties calculated with ωB97M-V/def2-TZVPD.

Structure (XYZ):
```
89
Properties=species:S:1:pos:R:3:mulliken_charge:R:1
S -0.19 -1.71 0.24 0.996
S 2.71 2.74 0.37 0.905
S -9.22 3.94 2.29 1.211
S -13.34 1.29 5.63 1.089
S 2.07 -6.38 -4.18 1.082
S -2.65 4.41 0.50 1.050
P 6.22 -1.67 -1.28 0.175
O 10.94 -3.04 -0.96 -0.380
O 1.53 -6.37 -2.66 -0.299
O -8.27 5.25 2.25 -0.337
O -12.88 0.45 6.69 -0.546
O 3.16 -5.46 -4.29 -0.548
O -10.59 4.37 2.17 -0.572
O 3.25 1.42 0.30 -0.383
O -14.70 1.72 5.50 -0.532
O -12.87 0.64 4.22 -0.348
O -1.88 5.61 0.45 -0.588
O 0.98 -1.53 1.35 -0.306
O -2.18 3.45 -0.72 -0.429
O 0.76 -5.72 -4.87 -0.334
O -2.08 3.50 1.72 -0.375
O -0.25 -0.50 -0.54 -0.505
O -4.08 4.40 0.56 -0.443
O 3.42 3.64 -0.77 -0.332
O -8.76 3.29 0.89 -0.341
O -12.38 2.61 5.58 -0.344
O -1.33 -2.29 0.86 -0.597
O -8.77 3.09 3.35 -0.560
O 1.30 3.00 0.34 -0.569
O 5.44 -0.26 -0.63 -0.382
O 4.84 -4.19 -1.04 -0.528
O 3.34 3.49 1.66 -0.322
O 2.16 -7.74 -4.62 -0.549
O 0.54 -2.85 -0.66 -0.293
C 4.85 -3.92 -2.28 0.120
C 10.49 -1.70 -1.36 -0.690
C 1.92 -2.91 -0.29 -0.112
C 4.07 4.76 -0.16 -0.340
C 1.96 -2.56 1.18 -0.399
C 10.91 -3.95 -2.11 -0.486
C -0.32 -5.76 -3.95 -0.384
C 0.32 -5.62 -2.58 -0.024
C 5.11 -2.38 -2.68 -0.601
C -11.38 2.42 4.58 -0.173
C -1.65 2.23 1.21 -0.335
C -12.05 1.57 3.51 -0.249
C 4.44 4.29 1.24 -0.351
C 8.99 -1.54 -0.82 -0.400
C -1.23 2.50 -0.22 0.198
C -7.27 5.06 1.25 -0.257
C -7.93 4.21 0.18 -0.351
C 7.92 -1.16 -1.98 -0.694
H 8.16 -1.64 -2.98 0.397
H -10.54 1.89 5.04 0.302
H 7.91 -0.02 -2.02 0.273
H 4.72 -4.77 -3.04 0.342
H 4.95 5.05 -0.74 0.321
H 5.34 3.67 1.22 0.281
H -7.21 3.69 -0.44 0.321
H 1.67 -3.41 1.80 0.317
H 5.65 -0.33 0.33 0.298
H 10.61 -1.51 -2.48 0.396
H 4.10 -1.81 -2.73 0.297
H 2.94 -2.20 1.50 0.305
H 10.72 -4.99 -1.66 0.224
H 8.57 -2.48 -0.31 0.383
H 3.36 5.59 -0.13 0.288
H -12.69 2.18 2.87 0.321
H 0.58 -4.58 -2.36 0.066
H -6.92 6.02 0.86 0.332
H -0.83 1.84 1.82 0.269
H -1.24 1.59 -0.83 0.323
H -0.32 -6.00 -1.78 0.340
H 4.60 5.13 1.92 0.327
H -0.82 -6.72 -4.05 0.304
H 11.89 -3.95 -2.69 0.221
H -0.23 2.95 -0.26 0.183
H 2.46 -2.17 -0.89 0.098
H -11.32 1.04 2.89 0.302
H -2.50 1.54 1.26 0.358
H 10.02 -3.62 -2.75 0.203
H -6.43 4.53 1.71 0.270
H 8.98 -0.66 -0.09 0.229
H -11.04 3.37 4.20 0.181
H 11.14 -0.99 -0.75 0.285
H -8.58 4.82 -0.46 0.291
H 2.33 -3.91 -0.49 0.371
H -1.04 -4.96 -4.15 0.323
H 5.59 -2.28 -3.70 0.418
```

Its HOMO energy is -8.431 eV. As for the charge: 0. Its SMILES is COCCCP(O)CC=O.O=S1(=O)OCCO1.O=S1(=O)OCCO1.O=S1(=O)OCCO1.O=S1(=O)OCCO1.O=S1(=O)OCCO1.O=S1(=O)OCCO1.

***

Below is a structure of composition C18H38As3CoI2, with properties calculated with ωB97M-V/def2-TZVPD.

Structure (XYZ):
```
62
Properties=species:S:1:pos:R:3:nbo_charge:R:1
I -3.65 0.41 2.88 0.371
I -2.99 1.76 -0.99 0.133
As 0.46 0.61 0.61 1.175
As -1.85 -1.85 0.49 0.984
As 3.76 -2.54 -1.56 0.851
Co -1.78 0.47 1.01 0.029
C 1.82 0.65 2.00 -0.946
C -1.74 -3.07 2.01 -0.946
C -1.13 4.83 -1.29 -0.619
C 4.12 -3.18 -3.38 -0.942
C 0.44 5.44 0.53 -0.604
C -1.60 2.12 0.66 -0.106
C 1.46 -2.50 0.82 -0.632
C -5.32 0.10 1.74 -0.544
C 1.79 -2.81 -1.65 -0.702
C -0.81 4.62 0.19 -0.044
C -1.98 5.11 1.05 -0.609
C -0.52 3.16 0.59 -0.418
C 4.23 -4.20 -0.63 -0.948
C 1.12 -0.57 -0.79 -0.742
C 0.96 -2.09 -0.57 -0.057
C 0.59 2.41 -0.16 -0.704
C -0.50 -2.52 -0.76 -0.708
C -3.45 -2.53 -0.38 -0.943
H -5.17 -0.17 0.70 0.199
H 1.68 -0.17 2.70 0.245
H -1.00 -2.73 2.73 0.238
H 5.29 -4.39 -0.79 0.238
H 0.86 -2.07 1.61 0.200
H 0.35 2.33 -1.23 0.238
H 1.58 2.86 -0.04 0.249
H -2.72 -3.09 2.50 0.245
H -2.11 4.44 -1.57 0.215
H -1.50 -4.07 1.67 0.235
H -0.38 4.38 -1.94 0.209
H 1.71 1.59 2.54 0.244
H 1.43 -3.59 0.93 0.227
H 3.66 -5.04 -1.01 0.217
H 5.19 -3.31 -3.50 0.237
H 0.58 -0.28 -1.69 0.239
H 3.77 -2.45 -4.10 0.230
H 2.49 -2.18 0.97 0.225
H -3.60 -2.02 -1.33 0.242
H -3.35 -3.60 -0.56 0.238
H -0.85 -2.24 -1.75 0.235
H -0.21 3.21 1.64 0.235
H 0.78 5.25 1.55 0.207
H -4.31 -2.36 0.26 0.240
H 3.62 -4.14 -3.56 0.219
H 1.26 5.21 -0.16 0.211
H -6.26 0.43 2.14 0.211
H -1.74 5.04 2.12 0.212
H 4.06 -4.10 0.44 0.225
H 2.81 0.60 1.56 0.243
H 0.22 6.50 0.44 0.227
H 1.47 -2.46 -2.64 0.223
H -1.14 5.90 -1.49 0.227
H -2.21 6.16 0.83 0.227
H 1.59 -3.88 -1.61 0.219
H -2.88 4.53 0.86 0.210
H -0.56 -3.61 -0.70 0.231
H 2.17 -0.32 -0.94 0.253
```

As for the spin multiplicity: 2. Its HOMO energy (alpha / beta) is -10.997 / -11.001 eV. Its expectation value of S² is 0.764. As for the charge: +1.

***

Below is a structure of composition C18H38BBrNbO10 in a non-equilibrium geometry, with properties calculated with ωB97M-V/def2-TZVPD.

Structure (XYZ):
```
69
Properties=species:S:1:pos:R:3:nbo_charge:R:1
Nb 1.96 0.24 1.42 1.762
Br 2.81 -1.58 -0.29 -0.394
O -5.03 -3.88 -2.80 -0.618
O -6.52 -0.92 -6.40 -0.482
O -8.00 -1.36 -8.04 -0.492
O 0.28 -0.99 1.96 -1.032
O -6.94 0.67 -7.99 -0.582
O -2.94 -3.27 -2.09 -0.483
O 4.73 1.57 1.72 -0.596
O -4.70 -3.08 -0.69 -0.492
O 3.78 -2.12 2.70 -0.815
O 3.73 -0.15 4.28 -1.031
C 3.64 1.68 0.73 -0.555
C 6.06 1.51 1.10 -0.071
C -7.19 -2.12 -6.05 0.058
C -4.29 -3.45 -1.94 0.977
C -6.24 -3.11 -5.41 -0.629
C -1.09 -2.92 -0.58 -0.641
C 5.25 -2.06 2.41 -0.293
C -3.52 -2.89 0.08 -0.094
C -0.67 3.90 2.88 -0.412
C 1.28 1.94 2.84 -0.615
C 6.81 2.98 1.32 -0.434
C 0.05 2.70 2.03 -0.439
C -7.13 -0.44 -7.52 0.964
C -7.74 -2.58 -7.37 -0.094
C -1.90 4.49 1.92 -0.631
C -2.50 -2.53 -0.96 0.058
C 0.87 1.41 4.34 -0.646
C 7.89 2.81 2.54 -0.633
B 3.28 -0.74 3.01 0.689
H -0.39 -2.59 -1.36 0.238
H 8.48 3.83 2.74 0.205
H -0.98 -4.01 -0.50 0.206
H 0.56 3.16 1.06 0.220
H 0.42 -1.36 2.89 0.478
H -2.55 -1.46 -1.21 0.189
H 3.93 1.39 -0.36 0.202
H 7.39 3.19 0.31 0.195
H 6.07 1.16 -0.02 0.191
H -1.22 3.54 3.87 0.197
H 6.67 0.69 1.71 0.172
H 0.38 0.33 4.29 0.197
H -8.66 -3.16 -7.25 0.198
H 0.05 2.09 4.89 0.186
H -1.44 4.93 0.92 0.205
H -7.02 -3.16 -7.96 0.182
H -2.55 5.29 2.49 0.202
H -0.67 1.85 1.67 0.222
H 5.89 -1.78 3.36 0.171
H 5.64 -3.06 1.88 0.199
H 1.81 1.43 5.08 0.235
H 4.54 0.42 4.18 0.503
H -8.00 -1.86 -5.35 0.179
H -5.91 -2.73 -4.44 0.258
H 3.15 2.76 0.73 0.183
H 8.65 1.96 2.22 0.203
H -5.34 -3.23 -6.02 0.217
H -3.30 -3.83 0.61 0.181
H -2.54 3.54 1.58 0.209
H 0.13 4.72 3.13 0.201
H 0.94 0.96 0.11 -0.455
H -0.79 -2.46 0.37 0.269
H 2.14 2.75 2.94 0.210
H 6.04 3.84 1.54 0.225
H -3.66 -2.09 0.82 0.210
H -6.71 -4.08 -5.27 0.219
H 5.42 -1.18 1.63 0.183
H 7.39 2.52 3.56 0.213
```

Its HOMO energy is -4.618 eV. As for the charge: -1.

***

Below is the ion C18H38BO2 with charge -1, with properties calculated with ωB97M-V/def2-TZVPD.

Structure (XYZ):
```
59
Properties=species:S:1:pos:R:3:nbo_charge:R:1
O -4.05 2.58 -1.29 -0.724
O -3.75 3.06 0.98 -0.745
C -2.42 -2.45 0.95 -0.383
C 4.74 1.19 0.27 -0.404
C -3.92 -0.39 1.34 -0.378
C 2.64 -0.49 2.19 -0.615
C 2.99 -0.88 -1.29 -0.400
C -3.32 3.75 -1.21 -0.086
C 4.29 1.45 1.72 -0.396
C -4.56 0.62 0.37 -0.680
C -2.55 -0.93 0.88 -0.408
C -3.55 4.23 0.23 -0.075
C 2.58 0.58 -1.10 -0.409
C -1.53 -2.93 -1.37 -0.399
C 1.81 -1.87 -1.18 -0.378
C 3.96 0.21 2.55 -0.391
C 0.51 -1.40 -1.86 -0.411
C 3.73 1.56 -0.82 -0.387
C -1.22 -2.94 0.13 -0.403
C -0.39 -2.56 -2.33 -0.392
B -3.67 1.92 0.00 0.638
H -2.71 4.80 0.65 0.137
H -3.33 -2.89 0.52 0.182
H 0.20 -3.45 -2.57 0.181
H 3.45 2.14 1.73 0.200
H 5.61 1.84 0.09 0.199
H 4.26 1.78 -1.74 0.192
H 2.12 0.90 -2.03 0.209
H -3.81 0.11 2.30 0.191
H 3.40 -0.99 -2.30 0.190
H 2.12 -2.81 -1.65 0.187
H 5.12 0.18 0.16 0.193
H 4.79 -0.50 2.53 0.188
H -5.49 0.96 0.83 0.193
H -0.97 -3.96 0.45 0.188
H -2.44 1.62 -0.13 -0.197
H -0.06 -0.83 -1.13 0.221
H -1.77 -0.49 1.50 0.194
H -2.35 -0.60 -0.14 0.213
H 5.11 1.96 2.23 0.195
H -2.40 -2.30 -1.56 0.210
H 1.81 0.68 -0.33 0.208
H 1.91 0.22 1.82 0.214
H -4.85 0.12 -0.56 0.188
H 3.74 -1.18 -0.56 0.192
H -2.36 -2.79 1.99 0.188
H 3.28 2.51 -0.50 0.202
H 3.88 0.54 3.59 0.194
H 1.62 -2.10 -0.13 0.196
H -0.39 -2.28 0.39 0.193
H 2.22 -0.97 3.07 0.208
H -3.62 4.50 -1.96 0.144
H 2.81 -1.27 1.46 0.201
H 0.74 -0.73 -2.68 0.199
H -4.59 -1.24 1.48 0.166
H -2.25 3.57 -1.36 0.137
H -4.47 4.83 0.25 0.131
H -0.85 -2.25 -3.27 0.204
H -1.85 -3.95 -1.62 0.192
```

Its HOMO energy is -3.768 eV. As for the charge: -1.

***

Below is a structure of composition C18H38BrFIN4O2P in a non-equilibrium geometry, with properties calculated with ωB97M-V/def2-TZVPD.

Structure (XYZ):
```
66
Properties=species:S:1:pos:R:3:nbo_charge:R:1
I 2.19 1.73 4.09 0.148
Br -3.13 -4.50 2.30 -0.811
P 2.07 -0.05 0.84 1.200
F -4.01 0.25 0.23 -0.387
O 1.98 -1.33 2.03 -0.956
O 0.57 -4.70 1.95 -0.581
N -1.83 0.85 -0.49 -0.547
N -2.70 2.87 0.57 -0.744
N 2.71 -0.91 -0.59 -1.168
N -1.68 1.28 2.04 -0.582
C -0.75 -0.21 -0.25 0.239
C 0.60 2.36 2.68 -0.320
C 2.45 1.74 -2.73 -0.624
C -0.31 -3.53 1.89 -0.154
C -0.27 -2.79 0.43 -0.414
C 1.10 3.53 1.69 -0.457
C -0.20 -5.80 2.54 -0.272
C 2.11 -0.71 -3.85 -0.630
C -1.25 -1.49 0.57 -0.514
C 2.68 3.55 1.39 -0.654
C -3.12 0.33 -0.94 0.348
C 0.02 0.65 -2.72 -0.411
C -2.08 1.67 0.69 0.809
C -0.27 -0.61 -1.77 -0.464
C -0.18 1.14 2.01 -0.108
C 0.37 0.69 0.54 -0.621
C -3.91 1.31 -1.98 -0.667
C 1.43 0.70 -3.48 -0.210
H 0.51 -1.44 -1.78 0.279
H -3.23 1.75 -2.78 0.235
H 3.19 2.53 1.34 0.247
H 0.53 1.61 -0.16 0.264
H -0.51 -5.60 3.63 0.178
H -2.97 3.30 -0.33 0.440
H 0.86 4.53 2.21 0.223
H -2.28 -1.90 0.26 0.264
H -0.79 0.67 -3.55 0.210
H 2.81 -1.92 -0.37 0.401
H 3.05 -0.88 -3.19 0.217
H -0.05 -2.74 2.70 0.136
H -0.09 1.68 -2.20 0.198
H -1.49 -3.74 2.05 0.235
H -1.14 -6.03 1.93 0.216
H -0.17 2.87 3.39 0.218
H 1.40 -1.60 -3.79 0.222
H 2.51 -0.64 -4.92 0.216
H 3.17 1.22 -2.02 0.210
H 3.09 2.23 -3.56 0.215
H -3.15 -0.71 -1.40 0.242
H -4.43 2.13 -1.34 0.209
H 3.24 4.24 2.14 0.226
H -2.91 3.43 1.43 0.425
H 2.82 4.03 0.34 0.215
H 0.50 3.57 0.70 0.206
H 0.46 -6.73 2.50 0.165
H 0.78 -2.52 0.10 0.166
H -2.00 1.95 2.76 0.394
H 2.93 -1.42 2.31 0.499
H 3.67 -0.60 -0.80 0.390
H 1.22 1.22 -4.49 0.201
H -1.33 -1.31 1.71 0.244
H -0.69 -3.57 -0.31 0.219
H 0.04 0.21 2.67 0.266
H -4.78 0.69 -2.41 0.250
H -1.21 -1.13 -2.22 0.212
H 1.85 2.60 -2.26 0.199
```

Its HOMO energy is -5.558 eV. As for the charge: 0.

***

Below is a cluster of 3 separate species, C18H38ClNO5P in total in a non-equilibrium geometry, with properties calculated with ωB97M-V/def2-TZVPD.

Structure (XYZ):
```
64
Properties=species:S:1:pos:R:3:nbo_charge:R:1
Cl 2.74 2.47 1.46 -0.049
P 1.03 0.24 -0.32 1.558
O 2.64 -3.27 -2.88 -0.616
O -0.55 3.52 1.80 -0.623
O 0.83 -2.38 1.18 -0.513
O -2.51 3.92 2.68 -0.512
O 2.99 -5.43 -2.71 -0.496
N 0.33 1.54 -1.09 -0.912
C 2.54 -6.79 -2.77 -0.071
C -1.16 1.47 -0.92 -0.233
C 0.43 -1.32 -1.01 -0.791
C -3.35 2.67 -1.12 -0.382
C -3.82 2.33 0.30 -0.632
C 2.83 0.26 -0.43 -0.753
C -1.82 2.80 -1.23 -0.415
C -0.09 -2.10 0.20 0.053
C 1.01 -4.64 -3.95 -0.745
C -3.67 5.72 3.85 -0.638
C 2.84 -7.42 -4.12 -0.638
C 3.01 0.83 2.07 -0.382
C 3.46 -0.09 0.93 -0.424
C -0.50 4.69 3.87 -0.746
C -1.18 3.98 2.72 0.821
C -3.36 4.24 3.79 -0.070
C 2.25 -4.39 -3.12 0.809
C 0.38 -3.49 0.31 -0.126
H 3.21 1.18 -0.85 0.285
H 3.74 0.83 2.88 0.241
H -2.92 3.88 4.72 0.181
H 2.55 -8.47 -4.11 0.229
H -3.64 1.82 -1.75 0.189
H -3.62 1.27 0.49 0.185
H 3.90 -7.35 -4.34 0.227
H -1.03 4.60 4.82 0.227
H 0.48 -5.56 -3.69 0.226
H -0.41 -1.19 -1.69 0.274
H 0.63 0.31 1.01 -0.017
H -1.47 3.59 -0.56 0.228
H 1.29 -4.66 -5.00 0.258
H 1.24 -1.92 -1.41 0.300
H -4.27 3.68 3.63 0.204
H 4.54 -0.05 0.85 0.239
H 3.11 -0.54 -1.12 0.277
H -2.77 6.32 4.00 0.210
H -3.82 3.58 -1.48 0.216
H -4.12 6.05 2.91 0.224
H -1.57 0.69 -1.56 0.198
H 1.48 -6.86 -2.51 0.174
H -1.37 1.26 0.13 0.191
H -4.89 2.46 0.41 0.217
H 0.63 2.37 -0.57 0.422
H -1.12 -1.91 0.51 0.205
H -0.39 5.74 3.61 0.255
H -3.27 2.89 1.05 0.235
H 2.09 0.46 2.51 0.209
H 0.32 -3.81 -3.79 0.237
H -4.37 5.93 4.66 0.230
H -0.29 -4.17 0.82 0.210
H 3.23 -1.13 1.18 0.239
H -1.61 3.10 -2.26 0.216
H 0.49 4.25 4.00 0.249
H 2.30 -6.92 -4.92 0.208
H 1.34 -3.77 -0.09 0.224
H 3.09 -7.30 -1.99 0.205
```

Its HOMO energy is -12.742 eV. As for the charge: +1.

***

Below is a structure of composition C18H38CoO6 in a non-equilibrium geometry, with properties calculated with ωB97M-V/def2-TZVPD.

Structure (XYZ):
```
63
Properties=species:S:1:pos:R:3:nbo_charge:R:1
Co 6.38 27.57 18.69 1.597
O 5.65 25.87 19.71 -0.596
O 7.09 29.50 17.81 -0.571
O 5.33 27.19 16.97 -1.037
O 4.74 28.61 19.46 -0.602
O 7.91 26.22 17.87 -0.584
O 7.66 27.84 20.23 -1.034
C 8.88 24.66 16.45 -0.435
C 8.20 28.21 21.44 -0.200
C 5.53 25.58 21.10 -0.057
C 3.42 28.07 19.22 -0.062
C 5.45 23.55 19.82 -0.438
C 4.93 27.58 15.71 -0.204
C 5.14 24.75 18.94 -0.065
C 4.74 29.46 20.60 -0.066
C 8.38 29.56 17.22 -0.069
C 8.52 30.94 16.58 -0.431
C 5.12 24.09 21.19 -0.434
C 6.40 30.72 17.66 -0.060
C 3.27 29.72 20.90 -0.431
C 8.71 25.44 18.74 -0.056
C 7.04 31.36 16.43 -0.422
C 9.35 24.35 17.86 -0.434
C 8.45 26.11 16.52 -0.079
C 2.65 28.35 20.50 -0.430
H 6.87 32.44 16.40 0.214
H 6.47 25.78 21.60 0.206
H 7.48 28.84 22.00 0.117
H 4.73 26.18 21.54 0.169
H 6.54 31.35 18.55 0.164
H 2.78 30.54 20.38 0.208
H 1.58 28.45 20.32 0.220
H 4.07 24.89 18.76 0.174
H 9.18 23.32 18.17 0.213
H 5.34 30.54 17.49 0.203
H 9.08 28.86 21.31 0.132
H 5.23 28.92 21.42 0.192
H 5.64 28.29 15.26 0.118
H 10.42 24.57 17.93 0.201
H 2.86 27.66 21.32 0.200
H 7.58 26.35 15.90 0.223
H 3.04 28.69 18.41 0.179
H 9.04 31.71 17.14 0.205
H 8.95 30.84 15.58 0.215
H 4.85 26.71 15.03 0.135
H 8.50 27.39 22.11 0.126
H 3.13 29.88 21.97 0.215
H 3.93 28.06 15.71 0.127
H 6.64 30.90 15.53 0.207
H 9.46 26.05 19.24 0.193
H 9.25 29.26 17.81 0.204
H 9.75 24.46 15.82 0.216
H 8.04 24.05 16.11 0.211
H 8.08 24.96 19.49 0.185
H 4.92 22.62 19.60 0.224
H 8.36 28.87 16.38 0.169
H 5.64 24.76 17.98 0.227
H 4.05 24.11 21.45 0.198
H 3.42 27.04 18.87 0.217
H 6.52 23.35 19.81 0.204
H 5.30 30.37 20.39 0.196
H 9.18 26.89 16.29 0.171
H 5.53 23.62 22.08 0.219
```

As for the spin multiplicity: 4. Its HOMO energy (alpha / beta) is -7.199 / -6.973 eV. Its expectation value of S² is 3.755. As for the charge: 0.